The following is a DFT calculation (wB97M-V/def2-TZVPD) of a molecular structure, C41H51OZr.

```
94
Properties=species:S:1:pos:R:3:forces:R:3
C -2.92291 3.55125 -0.14849 -1.0 -0.2 0.1
C -1.44936 3.77989 -0.26165 0.0 -0.7 -0.1
C -0.53662 2.90601 -0.94460 -1.0 -0.8 -0.3
C -0.81944 1.57985 -1.58484 1.0 -0.6 -3.5
C 0.74488 3.44158 -0.82013 0.2 0.5 0.2
C 1.93395 2.86978 -1.47268 1.7 -0.8 -0.7
C 0.64564 4.66225 -0.08270 -0.4 0.5 -1.8
C 1.74937 5.60328 -0.02421 0.4 1.8 -0.7
C -0.69690 4.84233 0.33970 -0.4 -1.0 -0.6
C -1.25761 5.79376 1.32590 -0.9 0.7 -2.6
Zr -0.10870 2.73852 1.49206 1.6 1.2 -0.6
C -1.64549 3.18416 2.96543 -2.2 0.8 3.8
C -0.45968 0.75351 0.77075 -0.9 -3.1 -2.4
C 1.28761 2.00100 3.33662 0.0 -0.3 0.3
C 0.64548 0.83435 4.02575 -0.3 -0.8 0.5
C 2.16815 1.93180 2.21585 -1.1 -0.3 0.7
C 2.63734 0.67925 1.57643 1.6 0.0 0.6
C 2.40472 3.25174 1.80055 1.3 0.3 0.7
C 3.37666 3.61145 0.77976 1.8 2.4 0.2
C 1.67397 4.15978 2.64527 0.3 -1.0 0.7
C 1.62668 5.62369 2.62048 6.3 0.3 0.4
C 1.02551 3.37224 3.61204 -0.7 -1.0 0.9
C 0.08080 3.86233 4.65854 1.7 0.1 3.6
H -3.40566 3.49898 -1.13916 0.3 0.1 0.2
H -3.19431 2.60648 0.36556 0.3 0.4 -0.2
H -3.44125 4.35756 0.39844 0.4 -0.3 -0.1
H -0.65036 1.46749 -2.66516 -0.8 1.6 -0.7
H 0.08689 0.76092 -1.54736 -2.2 1.9 0.4
H -1.88895 1.28773 -1.42260 1.3 -0.4 0.1
H 2.36955 3.47239 -2.27740 -0.3 -0.1 -0.3
H 3.27587 3.21162 -0.84411 -2.9 -1.0 0.3
H 1.98155 1.79224 -1.69185 -0.7 0.5 -0.4
H 2.04661 6.46638 -0.60325 -1.5 0.2 -1.5
H 1.49787 6.26414 1.15183 0.8 -1.7 -5.2
H 3.19338 4.86828 0.59047 2.3 -4.4 2.2
H -1.85174 6.60680 0.98190 -0.2 1.0 -1.2
H -1.93921 5.38639 1.96293 -1.8 -1.6 1.3
H -0.61643 6.20343 1.99100 2.0 1.4 1.3
H -1.43658 3.51893 4.14668 -1.4 -1.7 -4.3
H -2.07263 4.15523 2.88843 -0.7 0.8 -1.0
H -2.55843 2.63767 3.22544 -0.2 -0.8 -0.8
H 0.40206 0.13381 0.74357 1.1 -0.7 0.9
H -1.21694 0.04384 1.11325 -0.4 0.2 0.9
H -0.54515 0.42605 -0.41499 -0.5 1.0 4.3
H 0.99947 0.70223 5.06227 0.0 0.1 -0.2
H -0.46116 0.91089 4.09390 0.5 0.1 -0.1
H 0.84524 -0.12692 3.51564 0.0 0.6 0.1
H 3.01571 -0.07855 2.25811 0.8 0.4 0.4
H 1.88121 0.11744 1.16525 -1.9 -0.9 -0.9
H 3.30049 0.78851 0.72673 0.6 0.4 0.1
H 4.45405 3.52450 0.72264 0.4 -1.0 1.4
H 2.77083 2.65365 -0.21287 0.9 2.1 -0.1
H 2.76669 4.81309 -0.28175 -4.0 3.4 -0.3
H 2.14651 6.25525 3.32837 0.3 -0.7 1.4
H 2.39533 5.95138 1.63308 -1.9 -0.9 4.5
H 0.68339 5.99801 2.60832 -2.1 1.2 -0.5
H 0.43535 3.93191 5.69709 1.8 0.7 -0.1
H -0.23011 4.92660 4.44704 -0.5 -1.5 0.2
H -0.63411 3.05109 5.08095 1.1 1.4 -1.1
C -5.53903 -8.33729 -1.45961 0.1 0.0 -0.1
C -4.94703 -8.02241 -2.69343 0.4 -0.2 0.0
C -3.55521 -8.16637 -2.89183 -0.9 0.0 0.5
C -2.76860 -8.60336 -1.82059 0.7 0.6 0.2
O -1.38130 -8.62711 -1.95000 -0.9 -1.7 -0.2
C -0.65525 -7.45116 -1.87315 0.0 0.6 0.1
C -0.04633 -7.13841 -0.64363 -0.1 0.8 -0.5
C 0.58105 -5.90465 -0.51161 0.1 -0.3 0.1
C 0.65878 -4.96608 -1.59500 0.2 -0.5 1.8
C 1.31408 -3.73609 -1.36040 -0.2 -0.1 -0.6
C 1.48617 -2.71225 -2.31067 1.0 0.6 2.0
C 2.23043 -1.55414 -1.88409 0.3 0.7 -0.5
C 2.51432 -0.52170 -2.78270 -0.5 -0.7 -0.1
C 2.01181 -0.58911 -4.10872 0.2 0.6 -0.3
C 1.24845 -1.70698 -4.51797 1.2 2.4 -0.1
C 1.02742 -2.69747 -3.62656 -0.6 -0.7 -0.6
C 0.05449 -5.39454 -2.77689 0.1 0.2 -0.4
C -0.56508 -6.58514 -2.97366 -0.6 -1.8 1.5
C -3.33860 -8.97902 -0.59297 -0.8 0.4 -0.3
C -4.73013 -8.81984 -0.41744 0.3 -0.2 -0.2
H -6.63082 -8.20811 -1.31227 0.9 -0.1 -0.1
H -5.57012 -7.66079 -3.52255 0.3 -0.2 0.4
H -3.09599 -7.91950 -3.85336 -0.1 -0.1 0.5
H -0.10282 -7.82778 0.20317 -0.1 0.1 -0.4
H 1.03750 -5.62623 0.45253 -0.2 -0.2 -0.5
H 1.75824 -3.59530 -0.37556 -0.1 0.0 -0.2
H 2.61486 -1.51014 -0.84769 -0.2 -0.1 -0.7
H 3.13943 0.32827 -2.46619 -0.3 -0.4 -0.2
H 2.23597 0.23248 -4.80946 -0.2 -0.5 0.4
H 0.87006 -1.73729 -5.54435 0.1 -0.1 0.4
H 0.48070 -3.51774 -3.99608 -0.2 0.0 -0.3
H 0.06097 -4.76464 -3.60226 -0.1 0.2 -0.9
H -1.00841 -6.86713 -3.92924 0.1 0.2 0.2
H -2.71176 -9.34904 0.22333 -0.1 0.2 -0.4
H -5.18735 -9.08317 0.54666 0.2 0.1 -0.5
```
Positions in Å, forces in eV/Å.

Calculated values
Charge: -1
Energy: -1714.404524 Eh
Orbital gap: 4.2 eV